<w>
{
  "formula": "H4OSSi",
  "method": "wB97M-V/def2-TZVPD",
  "smiles": "O[SiH2]S",
  "charge": 0,
  "homo_lumo_gap_ev": 9.93,
  "e_homo_ha": -0.35090,
  "symbols": ["O", "Si", "S", "H", "H", "H", "H"],
  "positions_angstrom": [[-1.261, -0.744, -0.097], [-0.322, 0.570, -0.060], [1.912, 0.028, -0.174], [-1.083, -1.662, -0.093], [-0.485, 1.787, -0.869], [-0.688, 1.230, 1.247], [1.927, -1.210, 0.046]],
  "nbo_charge": [-1.11, 1.34, -0.47, 0.52, -0.19, -0.23, 0.13]
}

---

<x>
{
  "formula": "H4OSSi",
  "method": "wB97M-V/def2-TZVPD",
  "smiles": "O[SiH2]S",
  "charge": 0,
  "homo_lumo_gap_ev": 10.35,
  "e_homo_ha": -0.36321,
  "symbols": ["O", "Si", "S", "H", "H", "H", "H"],
  "positions_angstrom": [[-1.020, -0.104, 1.035], [-0.193, 0.266, -0.301], [1.511, -0.983, -0.724], [-0.649, -0.072, 1.936], [-1.470, 0.254, -1.127], [0.561, 1.373, -0.713], [0.793, -2.059, -0.382]],
  "nbo_charge": [-1.08, 1.30, -0.45, 0.51, -0.20, -0.23, 0.14]
}

---

Energies relative to the most stable structure are <w> 0.0076; <x> 0.0000, reported in hartree.

---

<w>
{
  "formula": "H4OSSi",
  "method": "wB97M-V/def2-TZVPD",
  "smiles": "[SiH2]=S.O",
  "charge": 0,
  "homo_lumo_gap_ev": 8.45,
  "e_homo_ha": -0.32985,
  "symbols": ["Si", "S", "H", "H", "O", "H", "H"],
  "positions_angstrom": [[0.896, -0.590, 0.882], [-0.500, 0.542, 1.718], [0.787, -2.112, 0.882], [2.280, -0.199, 0.243], [-1.041, 0.469, -1.105], [-1.600, 1.086, -0.689], [-0.822, 0.804, -1.931]],
  "nbo_charge": [0.99, -0.66, -0.18, -0.17, -0.94, 0.48, 0.47]
}

---

<x>
{
  "formula": "H4OSSi",
  "method": "wB97M-V/def2-TZVPD",
  "charge": 0,
  "homo_lumo_gap_ev": [8.14, 7.35],
  "e_homo_ha": [-0.35845, -0.35165],
  "symbols": ["O", "Si", "S", "H", "H", "H", "H"],
  "positions_angstrom": [[0.677, -1.303, -0.962], [-0.295, -0.243, -0.221], [0.958, 1.081, 0.914], [1.521, -1.575, -0.609], [-0.946, 0.487, -1.290], [-1.179, -0.915, 0.719], [-0.735, 2.468, 1.449]],
  "nbo_charge": [-1.09, 1.32, -0.44, 0.51, -0.21, -0.22, 0.13]
}

---

Energies relative to the most stable structure are <w> 0.0000; <x> 0.0294, reported in hartree.

---

<w>
{
  "formula": "H26NO11",
  "method": "wB97M-V/def2-TZVPD",
  "charge": 1,
  "homo_lumo_gap_ev": 10.96,
  "e_homo_ha": -0.50958,
  "symbols": ["N", "H", "H", "H", "H", "O", "H", "H", "O", "H", "H", "O", "H", "H", "O", "H", "H", "O", "H", "H", "O", "H", "H", "O", "H", "H", "O", "H", "H", "O", "H", "H", "O", "H", "H", "O", "H", "H"],
  "positions_angstrom": [[-1.265, -38.879, 31.279], [-2.086, -39.375, 31.154], [-1.338, -37.974, 31.404], [-0.799, -39.044, 30.456], [-1.063, -39.364, 32.066], [-0.145, -38.227, 28.278], [0.905, -38.141, 28.425], [-0.235, -37.635, 27.467], [0.440, -35.346, 31.015], [0.643, -35.008, 31.804], [-0.581, -35.250, 31.023], [-4.432, -38.661, 32.220], [-4.738, -38.286, 31.439], [-5.039, -37.976, 32.724], [-3.084, -40.560, 28.966], [-2.888, -40.128, 28.092], [-4.031, -40.430, 29.112], [-2.346, -41.737, 33.110], [-3.246, -41.544, 33.499], [-1.678, -41.392, 33.720], [1.163, -37.625, 32.555], [0.954, -37.081, 33.247], [1.116, -36.891, 31.939], [-2.352, -35.572, 33.248], [-1.654, -35.353, 33.691], [-2.064, -36.418, 33.423], [-1.129, -37.934, 34.657], [-0.994, -38.906, 34.737], [-0.359, -37.441, 34.571], [-2.705, -35.693, 30.145], [-3.119, -36.151, 29.447], [-3.051, -35.506, 30.960], [-0.243, -40.670, 34.336], [-0.516, -41.035, 35.274], [0.678, -40.738, 34.432], [0.360, -41.507, 30.794], [0.105, -42.114, 30.051], [1.346, -41.254, 30.672]],
  "nbo_charge": [-0.79, 0.45, 0.42, 0.45, 0.45, -0.98, 0.49, 0.49, -0.94, 0.45, 0.50, -0.94, 0.46, 0.48, -0.96, 0.48, 0.48, -0.97, 0.48, 0.48, -0.94, 0.44, 0.48, -0.91, 0.45, 0.47, -0.98, 0.51, 0.46, -1.00, 0.50, 0.50, -0.96, 0.50, 0.50, -0.98, 0.50, 0.48]
}

---

<x>
{
  "formula": "H26NO11",
  "method": "wB97M-V/def2-TZVPD",
  "charge": 1,
  "homo_lumo_gap_ev": 10.47,
  "e_homo_ha": -0.49804,
  "symbols": ["N", "H", "H", "H", "H", "O", "H", "H", "O", "H", "H", "O", "H", "H", "O", "H", "H", "O", "H", "H", "O", "H", "H", "O", "H", "H", "O", "H", "H", "O", "H", "H", "O", "H", "H", "O", "H", "H"],
  "positions_angstrom": [[-0.053, 0.111, 0.577], [-0.493, -0.427, 1.319], [0.442, -0.529, 0.009], [0.687, 0.710, 0.848], [-0.733, 0.646, 0.028], [-1.769, 0.820, -2.079], [-1.895, 1.748, -2.143], [-2.646, 0.509, -2.136], [-3.436, -1.316, -1.407], [-2.817, -2.009, -1.564], [-3.217, -0.902, -0.564], [1.685, 0.089, -1.824], [1.726, 0.527, -2.636], [2.524, -0.374, -1.714], [-3.024, -0.311, 1.241], [-2.951, -1.299, 1.301], [-3.854, -0.090, 1.658], [2.675, 2.630, -0.987], [2.435, 1.761, -1.254], [3.584, 2.747, -1.430], [1.636, 1.733, 3.036], [0.779, 1.550, 3.445], [1.611, 2.589, 2.651], [2.742, -0.343, 1.424], [2.358, -0.708, 2.255], [2.940, 0.538, 1.683], [-0.804, -2.679, -0.235], [-1.086, -3.208, -0.963], [0.038, -3.028, -0.043], [0.236, 3.293, 0.287], [-0.589, 3.692, 0.558], [0.900, 3.583, 0.860], [-0.700, -1.276, -3.562], [-0.601, -0.840, -2.727], [-1.635, -1.472, -3.730], [1.145, -2.597, 2.284], [1.839, -3.026, 2.799], [0.313, -2.852, 2.724]],
  "nbo_charge": [-0.85, 0.44, 0.46, 0.46, 0.47, -0.97, 0.48, 0.49, -0.96, 0.47, 0.48, -0.97, 0.49, 0.50, -0.97, 0.49, 0.50, -0.96, 0.47, 0.47, -0.95, 0.48, 0.48, -0.96, 0.48, 0.48, -0.97, 0.48, 0.49, -0.94, 0.48, 0.47, -0.95, 0.48, 0.47, -0.97, 0.50, 0.48]
}

---

Energies relative to the most stable structure are <w> 0.1307; <x> 0.0000, reported in hartree.

---

<w>
{
  "formula": "C4H11NP",
  "method": "wB97M-V/def2-TZVPD",
  "smiles": "[NH3+][C@H]1CCCP1",
  "charge": 1,
  "homo_lumo_gap_ev": 9.83,
  "e_homo_ha": -0.49672,
  "symbols": ["N", "C", "C", "C", "C", "P", "H", "H", "H", "H", "H", "H", "H", "H", "H", "H", "H"],
  "positions_angstrom": [[-0.873, 1.760, -0.536], [-0.039, 1.029, 0.483], [-0.623, -0.354, 0.608], [-0.026, -1.418, -0.395], [1.498, -1.119, -0.263], [1.688, 0.742, 0.053], [-1.860, 1.674, -0.310], [-0.738, 1.189, -1.421], [-0.593, 2.715, -0.744], [-0.231, 1.583, 1.492], [-1.784, -0.516, 0.786], [-0.025, -0.763, 1.425], [-0.311, -2.510, -0.210], [-0.266, -1.236, -1.504], [1.902, -1.608, 0.586], [1.937, -1.456, -1.187], [1.973, 0.810, 1.419]],
  "nbo_charge": [-0.68, -0.37, -0.47, -0.41, -0.67, 0.55, 0.44, 0.44, 0.45, 0.27, 0.24, 0.25, 0.27, 0.19, 0.24, 0.25, 0.01]
}

---

<x>
{
  "formula": "C4H11NP",
  "method": "wB97M-V/def2-TZVPD",
  "charge": 1,
  "homo_lumo_gap_ev": 10.34,
  "e_homo_ha": -0.51208,
  "symbols": ["C", "C", "C", "C", "N", "P", "H", "H", "H", "H", "H", "H", "H", "H", "H", "H", "H"],
  "positions_angstrom": [[0.120, 0.508, -1.379], [0.726, 0.960, 0.027], [-1.330, 0.114, -1.238], [0.012, 0.169, 1.049], [0.984, -1.413, 1.074], [-1.582, -0.540, 0.518], [0.269, 1.410, -1.955], [0.719, -0.434, -1.637], [1.875, 0.814, 0.132], [0.318, 2.044, 0.066], [-1.963, 1.024, -1.287], [-1.670, -0.795, -1.864], [0.278, 0.409, 2.141], [1.605, -1.081, 1.822], [1.537, -1.618, 0.262], [0.394, -2.108, 1.309], [-2.291, 0.538, 0.960]],
  "nbo_charge": [-0.40, -0.50, -0.68, -0.21, -0.78, 0.57, 0.25, 0.20, 0.24, 0.27, 0.25, 0.27, 0.26, 0.43, 0.42, 0.42, 0.00]
}

---

<y>
{
  "formula": "C4H11NP",
  "method": "wB97M-V/def2-TZVPD",
  "smiles": "[H]/P=C(/C)[C@@H](C)[NH3+]",
  "charge": 1,
  "homo_lumo_gap_ev": 9.44,
  "e_homo_ha": -0.48568,
  "symbols": ["H", "P", "C", "C", "C", "C", "N", "H", "H", "H", "H", "H", "H", "H", "H", "H", "H"],
  "positions_angstrom": [[-1.531, 0.639, 2.469], [-2.380, -0.064, 1.709], [-1.259, -0.263, 0.418], [-1.606, -0.597, -1.011], [0.267, 0.262, 0.764], [1.151, -0.876, 0.326], [0.596, 1.375, -0.272], [-1.149, 0.097, -1.573], [-2.699, -0.516, -1.039], [-1.207, -1.649, -1.232], [0.179, 0.423, 1.775], [0.714, -1.889, 0.514], [1.309, -0.931, -0.790], [1.969, -0.842, 0.980], [-0.091, 2.109, -0.149], [0.740, 0.973, -1.258], [1.542, 1.791, -0.188]],
  "nbo_charge": [-0.09, 0.55, -0.35, -0.68, -0.09, -0.66, -0.71, 0.19, 0.26, 0.24, 0.26, 0.26, 0.22, 0.25, 0.45, 0.46, 0.45]
}

---

Energies relative to the most stable structure are <w> 0.0000; <x> 0.0251; <y> 0.0590, reported in hartree.